Arrangement i

9
Properties=species:S:1:pos:R:3 method="wB97M-V/def2-TZVPD" homo_energy_ha="-0.3067 / -0.3064" total_charge=0 gap_ev="5.04 / 5.03"
C -1.282 0.565 0.542
C -0.129 -0.127 -0.153
N -2.200 -0.114 1.021
N -0.265 -1.427 -0.157
O 0.809 0.643 -0.339
O 0.858 -2.083 -0.626
S -2.840 -1.481 1.074
H -1.180 1.617 0.894
H 1.404 -1.612 -1.199

=====

Arrangement ii

9
Properties=species:S:1:pos:R:3 method="wB97M-V/def2-TZVPD" homo_energy_ha="-0.3619 / -0.3968" total_charge=0 gap_ev="8.22 / 8.18"
C -0.362 -1.197 -1.073
C -0.069 -0.407 0.037
N -0.779 -1.779 -1.973
N 0.119 1.044 -0.097
O 0.097 1.481 -1.226
O 0.147 1.709 0.940
S -0.735 -0.890 1.564
H 1.929 -0.140 -0.281
H -0.346 0.180 2.109

=====

Result of the stability comparison: arrangement i is the most stable of them.

=====

Arrangement i

12
Properties=species:S:1:pos:R:3 method="wB97M-V/def2-TZVPD" homo_energy_ha=-0.3725 total_charge=0 gap_ev=10.56
C 0.030 0.043 1.300
C -0.175 -0.494 -0.151
C 0.963 -0.401 -1.104
O -2.510 0.756 0.596
O -0.655 2.165 -0.277
S -1.122 0.921 0.271
H -0.363 -0.565 2.098
H 1.011 0.452 1.493
H -0.933 -1.802 -0.189
H 1.840 -0.932 -0.734
H 1.211 0.655 -1.219
H 0.702 -0.798 -2.082

=====

Arrangement ii

12
Properties=species:S:1:pos:R:3 method="wB97M-V/def2-TZVPD" homo_energy_ha="-0.3135 / -0.3134" total_charge=0 gap_ev="7.52 / 7.52"
C 1.313 -0.892 -0.287
C 1.563 0.591 -0.116
C 0.416 -0.062 0.529
O -1.992 -1.258 0.338
O -3.195 0.963 0.141
S -1.631 0.076 -0.141
H 0.861 -1.222 -1.227
H 1.885 -1.650 0.132
H 2.552 0.853 0.424
H 1.518 1.289 -0.840
H 0.122 -0.286 1.586
H -3.413 1.599 -0.538

=====

Arrangement iii

12
Properties=species:S:1:pos:R:3 method="wB97M-V/def2-TZVPD" homo_energy_ha=-0.3446 total_charge=0 smiles="O=C(O)CCS" gap_ev=9.95
O 0.907 1.727 0.869
C 0.907 0.535 1.129
O 1.012 0.010 2.368
C 0.382 -0.422 0.046
C -0.504 0.105 -1.123
S -1.085 -1.257 -2.242
H 0.814 0.832 2.901
H -0.193 -1.116 0.636
H 1.357 -0.874 -0.345
H -1.561 0.456 -0.659
H 0.284 0.853 -1.592
H -2.319 -0.847 -1.988

=====

Result of the stability comparison: arrangement iii is the most stable of them.

=====

Arrangement i

13
Properties=species:S:1:pos:R:3 method="wB97M-V/def2-TZVPD" homo_energy_ha=-0.9240 total_charge=+3 gap_ev=4.33
Tl -0.342 0.691 0.836
O 1.232 -1.640 0.272
H 1.072 -2.137 -0.562
H 1.836 -2.210 0.811
O -2.021 -1.447 -0.014
H -2.656 -1.616 -0.752
H -1.683 -2.330 0.258
O 0.075 0.370 -1.964
H 0.902 0.226 -2.483
H -0.667 0.157 -2.576
O 0.800 2.961 1.871
H 0.536 3.099 2.820
H 0.916 3.875 1.484

=====

Arrangement ii

13
Properties=species:S:1:pos:R:3 method="wB97M-V/def2-TZVPD" homo_energy_ha=-0.9290 total_charge=+3 gap_ev=4.76
Tl 5.337 -4.166 19.150
O 3.277 -5.453 17.726
H 2.451 -5.785 18.170
H 2.978 -5.077 16.858
O 5.825 -3.626 16.401
H 5.691 -4.406 15.819
H 6.087 -2.887 15.798
O 7.944 -4.313 18.235
H 8.726 -4.752 18.661
H 8.183 -4.179 17.288
O 5.222 -4.744 21.778
H 5.943 -4.379 22.356
H 4.420 -4.835 22.361

=====

Result of the stability comparison: arrangement ii is the most stable of them.

=====

Arrangement i

18
Properties=species:S:1:pos:R:3 method="wB97M-V/def2-TZVPD" homo_energy_ha=-0.1420 total_charge=-1 gap_ev=7.42
C -1.203 -0.730 -0.625
C -2.571 -1.240 -0.162
C -0.955 0.674 -0.069
H -0.415 -1.395 -0.274
H -1.078 -0.636 -1.710
H -2.682 -2.337 -0.225
H -3.335 -0.568 -0.551
H 0.010 0.766 0.432
H -0.913 1.471 -0.798
H -2.603 -1.318 0.937
H -1.611 0.973 0.736
C 2.569 0.060 0.676
C 2.376 1.374 -0.165
O 2.558 2.396 0.526
O 2.086 1.253 -1.383
H 3.393 0.166 1.373
H 2.691 -0.776 -0.017
H 1.683 -0.130 1.300

=====

Arrangement ii

18
Properties=species:S:1:pos:R:3 method="wB97M-V/def2-TZVPD" homo_energy_ha=-0.1279 total_charge=-1 gap_ev=7.22
C 0.890 0.685 0.291
C 2.063 -0.172 0.337
C 0.877 1.550 1.684
H 0.821 1.252 -0.681
H -0.110 0.125 0.351
H 2.483 -0.244 1.371
H 1.354 0.995 2.492
H 1.636 2.292 1.507
H 2.968 0.196 -0.240
H 1.883 -1.197 0.040
H -0.055 2.028 1.852
C -2.626 -0.837 -0.958
C -1.380 -1.288 -1.706
O -0.575 -0.555 -2.269
O -1.295 -2.511 -1.728
H -2.953 -1.668 -0.288
H -3.484 -0.702 -1.626
H -2.497 0.052 -0.430

=====

Arrangement iii

18
Properties=species:S:1:pos:R:3 method="wB97M-V/def2-TZVPD" homo_energy_ha=-0.0987 total_charge=-1 gap_ev=6.67
C 1.094 1.518 0.439
O 1.668 0.318 0.743
C 0.019 1.463 -0.656
C -1.364 0.967 -0.222
C -1.339 -0.553 -0.113
C -2.427 -1.269 0.193
H 0.671 1.954 1.379
H 1.833 2.231 -0.017
H 0.297 0.923 -1.577
H -0.002 2.467 -1.139
H -1.600 1.472 0.730
H -2.126 1.420 -0.872
H -0.500 -1.092 -0.530
H -3.411 -0.843 0.374
H -2.299 -2.303 0.505
H 1.614 -1.399 0.229
H 1.708 -2.909 0.128
O 1.887 -2.131 -0.386

=====

Result of the stability comparison: arrangement i is the most stable of them.